{"formula": "C32H41N8P2PtS3", "method": "the ωB97M-V functional and the def2-TZVPD basis", "species": ["Pt", "N", "C", "N", "C", "N", "N", "C", "N", "C", "C", "C", "C", "C", "N", "H", "H", "H", "H", "H", "H", "H", "H", "S", "P", "S", "C", "C", "C", "C", "C", "C", "C", "C", "C", "C", "C", "C", "H", "H", "H", "H", "H", "H", "H", "H", "H", "H", "C", "C", "C", "C", "N", "C", "S", "N", "C", "H", "H", "H", "H", "H", "H", "H", "H", "C", "C", "P", "C", "C", "C", "C", "H", "H", "H", "H", "H", "H", "H", "H", "H", "H", "H", "H", "H", "H", "H"], "xyz": [[0.696, -0.344, 0.418], [2.315, 0.901, -2.229], [3.082, 1.110, -1.126], [4.301, 1.592, -1.287], [5.049, 1.694, -0.171], [6.218, 2.316, -0.302], [4.617, 1.345, 1.076], [3.393, 0.824, 1.149], [2.584, 0.721, 0.084], [2.937, 0.471, 2.506], [3.403, 1.122, 3.639], [2.819, 0.830, 4.884], [1.678, 0.037, 4.905], [1.320, -0.594, 3.691], [1.865, -0.327, 2.535], [2.665, 1.229, -3.128], [1.331, 0.712, -2.159], [6.529, 2.518, -1.270], [6.970, 2.188, 0.367], [4.234, 1.817, 3.538], [3.197, 1.311, 5.750], [1.125, -0.140, 5.816], [0.432, -1.249, 3.677], [-3.056, 2.148, -1.879], [-2.749, 0.366, -1.169], [-0.938, -0.460, -1.605], [-3.003, 0.235, 0.621], [-2.569, -0.854, 1.432], [-2.898, -0.934, 2.747], [-3.581, 0.090, 3.392], [-3.942, 1.214, 2.629], [-3.746, 1.256, 1.233], [-3.927, -0.865, -1.809], [-3.614, -2.246, -1.681], [-4.508, -3.195, -2.080], [-5.688, -2.835, -2.744], [-6.067, -1.513, -2.852], [-5.212, -0.525, -2.306], [-2.022, -1.713, 1.053], [-2.700, -1.837, 3.306], [-3.836, 0.015, 4.478], [-4.444, 2.047, 3.076], [-4.187, 2.008, 0.581], [-2.640, -2.563, -1.243], [-4.253, -4.274, -1.945], [-6.419, -3.592, -3.100], [-7.012, -1.251, -3.230], [-5.465, 0.544, -2.292], [-2.005, 6.274, -0.209], [-1.276, 5.064, -0.569], [-0.497, 4.939, -1.683], [0.261, 3.771, -1.911], [0.318, 2.842, -0.985], [-0.428, 2.989, 0.126], [-0.377, 1.812, 1.403], [-1.232, 4.052, 0.327], [0.993, 3.629, -3.222], [-1.893, 7.092, -0.863], [-1.693, 6.553, 0.790], [-3.077, 6.139, -0.198], [-0.496, 5.820, -2.357], [-1.845, 4.016, 1.116], [0.677, 4.387, -3.927], [0.744, 2.645, -3.636], [2.105, 3.736, -3.100], [2.426, -3.674, -2.776], [1.656, -2.490, -2.233], [1.362, -2.391, -0.421], [0.133, -3.812, -0.305], [-0.324, -4.001, 1.122], [2.921, -3.096, 0.290], [2.793, -3.719, 1.653], [2.337, -3.637, -3.882], [2.059, -4.644, -2.428], [3.478, -3.572, -2.611], [0.662, -2.448, -2.674], [2.250, -1.579, -2.542], [0.605, -4.660, -0.779], [-0.670, -3.568, -1.051], [0.128, -4.810, 1.675], [-1.382, -4.214, 1.208], [-0.195, -3.066, 1.687], [3.620, -2.251, 0.336], [3.315, -3.775, -0.453], [2.145, -3.177, 2.317], [3.732, -3.793, 2.173], [2.386, -4.734, 1.615]], "forces_ev_per_angstrom": [[-0.77, 0.61, -0.20], [1.16, 0.32, 0.17], [-0.63, -0.67, -0.38], [0.42, 0.07, 0.27], [-1.78, 0.19, 0.31], [1.58, 0.14, -1.09], [0.26, -0.36, -0.49], [1.63, 1.34, -1.10], [-0.13, -0.43, 0.27], [-1.01, 0.72, 0.00], [0.51, -0.58, 0.18], [-0.72, 0.13, -1.43], [0.96, -0.53, -0.83], [-1.73, 0.15, 1.52], [0.56, -0.31, -0.42], [-0.02, -0.14, 0.66], [-0.42, 0.00, 0.33], [-0.50, -0.28, 1.12], [-0.56, 0.07, 0.06], [-0.16, -0.23, 0.08], [0.17, 0.32, 0.72], [0.00, -0.14, -0.05], [0.50, 0.29, -0.04], [-0.19, 0.45, -0.08], [-0.23, -0.49, -0.09], [0.70, -0.04, 0.11], [-0.24, -0.21, 1.23], [-0.03, 0.35, -1.67], [-0.59, -0.02, 1.31], [-0.26, 1.08, 0.16], [-0.12, -0.64, -0.38], [0.44, -1.13, 0.44], [-1.14, -1.07, -0.20], [0.96, 1.04, 0.54], [-0.32, -1.59, -0.73], [-0.89, -0.72, 0.14], [1.90, 0.55, 1.45], [1.03, 0.13, -0.15], [-0.04, 0.29, -0.52], [0.30, -0.11, 0.01], [0.28, 0.17, -1.16], [-0.32, 0.23, 0.36], [0.23, 0.21, 0.39], [-0.90, 0.38, -0.38], [-0.31, 1.01, -0.16], [0.85, 0.39, 0.27], [-0.97, 0.34, -0.57], [-0.08, -0.54, -0.23], [-0.95, -0.12, 0.97], [1.01, -0.45, -0.45], [-0.33, 1.25, -0.60], [-0.34, 0.97, -0.09], [-0.11, -0.12, 0.24], [0.70, -1.82, 0.63], [0.38, 0.36, -0.55], [0.30, 0.10, -0.89], [0.67, -0.34, 0.40], [0.71, 0.82, -0.90], [-0.05, 0.32, 0.27], [-0.45, -0.46, 0.24], [0.13, -0.98, 0.28], [-0.29, 0.06, 0.50], [-0.14, 0.14, -0.04], [0.20, 0.20, 0.02], [-1.00, -0.27, 0.04], [-0.53, -0.29, -1.06], [0.91, 1.52, -0.08], [-0.02, -1.88, -0.32], [0.15, 1.20, -0.93], [-0.93, 0.23, 0.54], [-0.18, 1.01, -0.30], [-0.31, -0.88, 0.33], [-0.13, -0.25, 0.57], [0.17, 0.11, -0.09], [0.65, -0.14, 0.42], [-0.03, 0.25, -0.11], [-0.97, -0.72, 0.30], [0.32, -0.50, 0.29], [0.40, 0.11, 0.97], [0.55, -0.11, -0.06], [-0.41, -0.03, -0.29], [0.12, -0.24, 0.03], [-0.04, -0.03, -0.07], [0.16, -0.34, -0.02], [-0.37, 0.49, 0.22], [0.61, -0.01, 0.01], [0.07, 0.12, -0.16]], "mulliken_spin": [1.226, 0.001, -0.031, 0.009, -0.002, 0.000, 0.009, -0.019, 0.153, -0.018, 0.003, -0.002, 0.009, 0.011, 0.051, -0.001, -0.005, 0.000, 0.000, 0.001, 0.000, 0.001, -0.001, 0.006, 0.022, 0.281, -0.006, 0.043, 0.024, -0.003, 0.008, -0.004, 0.013, 0.002, 0.001, 0.003, 0.000, 0.004, -0.047, 0.000, 0.000, 0.000, -0.001, -0.008, 0.000, 0.000, 0.000, 0.000, 0.000, 0.000, -0.001, 0.000, 0.003, -0.005, 0.107, 0.004, -0.001, 0.000, 0.000, 0.000, 0.000, 0.001, 0.000, 0.000, 0.000, 0.002, 0.015, 0.112, 0.003, -0.003, 0.021, -0.001, -0.001, 0.000, 0.000, 0.004, -0.001, 0.005, -0.003, 0.000, -0.001, 0.003, 0.004, -0.003, 0.004, 0.000, 0.000], "charge": 1, "homo_ev": [-8.856, -10.008], "de_lowest_ev": 0.874, "multiplicity": 3}